The following is a DFT calculation (ωB97M-V with the def2-TZVPD basis set) of an isolated molecule of C4H8O2.

Energy above the lowest of the compared OMol25 structures with the same formula, charge and spin (eV): 0.3473
HOMO energy (eV): -10.43
Gap between HOMO and LUMO (eV): 11.38
E_LUMO (eV): 0.95

Last column: natural (NBO) charge in e.
CARTESIAN COORDINATES (ANGSTROEM)
C -2.279 -0.145 -0.074  -0.60
C -1.011 0.474 0.499  -0.50
C 0.234 0.010 -0.223  0.79
O 0.273 -0.422 -1.350  -0.60
O 1.325 0.163 0.547  -0.51
C 2.563 -0.187 -0.071  -0.26
H -3.162 0.250 0.437  0.21
H -2.366 0.071 -1.142  0.22
H -2.272 -1.233 0.045  0.21
H -1.040 1.568 0.409  0.23
H -0.894 0.260 1.566  0.23
H 3.336 0.070 0.653  0.19
H 2.594 -1.255 -0.298  0.19
H 2.700 0.375 -0.998  0.19